The following is a quantum chemistry calculation of 2 unconnected molecules or ions with the total composition C9H11O in a non-equilibrium geometry, from OMol25.

Geometry as ORCA input:
```
! wB97M-V def2-TZVPD RIJCOSX def2/J DEFGRID3
* xyz 1 1
C -3.297 0.004 -0.031
C -2.559 -1.124 -0.060
C -2.638 1.182 0.300
C -1.162 -1.089 0.059
C -1.306 1.314 0.299
C -0.490 0.146 0.146
C 0.946 0.164 -0.016
C 2.167 -2.103 -0.088
C 2.951 1.472 -0.183
O 1.508 1.243 -0.180
H -4.349 0.078 -0.269
H -3.059 -2.120 0.040
H -3.147 2.132 0.220
H -0.579 -1.948 0.146
H -0.777 2.225 0.611
H 1.531 -2.356 0.695
H 1.636 -2.345 -0.952
H 3.126 -1.672 -0.075
H 3.136 1.959 -1.252
H 2.955 2.278 0.506
H 3.406 0.561 0.085
*
```

Summary:
HOMO-LUMO gap (spin up / spin down) = 0.301 / 0.315 Ha
HOMO (spin up / spin down) = -0.4964 / -0.4964 Eh

Atom charges from the Löwdin analysis, given in e for atoms 1 to 2: atom 1 (C): -0.03, atom 2 (C): -0.05



The following is a quantum chemistry calculation of 13 unconnected molecules or ions with the total composition C6H38O16 in a non-equilibrium geometry, from OMol25.

Geometry as ORCA input:
```
! wB97M-V def2-TZVPD RIJCOSX def2/J DEFGRID3
* xyz 0 1
C -1.332 0.808 -3.162
C -0.096 0.981 -4.102
O 1.020 0.297 -3.592
O -1.033 0.960 -1.770
H -1.668 -0.216 -3.396
H -1.995 1.662 -3.505
H 0.158 2.022 -4.230
H -0.485 0.721 -5.083
H 1.110 -0.606 -3.923
H -1.024 1.891 -1.564
C -2.984 1.477 2.084
C -3.343 2.301 0.889
O -2.196 3.089 0.523
O -3.002 2.376 3.199
H -1.977 1.036 1.873
H -3.666 0.669 2.279
H -4.244 2.877 1.075
H -3.528 1.603 0.045
H -2.279 3.983 0.901
H -2.534 1.885 3.936
C 2.371 -0.799 -0.416
C 2.293 -0.775 1.078
O 0.921 -0.867 1.403
O 1.919 0.499 -0.874
H 1.692 -1.559 -0.829
H 3.387 -0.978 -0.723
H 2.679 0.145 1.525
H 2.805 -1.649 1.433
H 0.572 -0.177 1.964
H 1.450 0.333 -1.726
O -1.601 -1.456 0.205
H -0.687 -1.211 0.420
H -1.970 -0.556 0.165
O 0.675 -4.652 -0.962
H 1.141 -5.499 -0.777
H 0.354 -4.351 -0.047
O 0.404 1.766 2.697
H 0.519 2.315 1.914
H 1.227 1.629 3.132
O -0.806 1.424 5.322
H -1.064 2.222 5.805
H -0.562 1.721 4.457
O 1.064 2.953 0.350
H 0.315 3.253 -0.177
H 1.279 2.089 -0.034
O 0.873 -2.566 -4.053
H 1.316 -3.435 -3.965
H 0.188 -2.590 -3.353
O -0.265 -3.516 1.129
H -1.018 -3.063 0.720
H 0.081 -2.715 1.617
O 2.319 0.448 5.497
H 1.431 0.741 5.556
H 2.795 1.143 5.907
O -1.271 -2.840 -2.152
H -1.526 -2.211 -1.428
H -1.199 -3.714 -1.744
O 4.039 -0.476 -3.999
H 3.690 0.247 -3.471
H 3.268 -1.086 -4.042
*
```

Summary:
HOMO-LUMO gap = 0.382 Ha
HOMO = -0.3752 Eh

Atom charges from the Löwdin analysis, given in e for atoms 1 to 2: atom 1 (C): -0.20, atom 2 (C): -0.23



The following is a quantum chemistry calculation of 3 unconnected molecules or ions with the total composition C4H15N2O2 in a non-equilibrium geometry, from OMol25.

Geometry as ORCA input:
```
! wB97M-V def2-TZVPD RIJCOSX def2/J DEFGRID3
* xyz 1 1
C -0.581 -0.168 -1.792
C 0.229 0.953 -1.165
C -0.411 1.467 0.018
C -1.680 1.878 0.299
N 0.532 1.805 1.085
N -0.724 -1.261 -0.759
H -1.711 -0.091 -2.146
H 0.150 -0.640 -2.638
H 1.218 0.437 -0.905
H 0.491 1.723 -2.096
H -2.000 2.350 1.183
H -2.534 1.754 -0.319
H 0.074 2.406 1.696
H 1.367 2.190 0.893
H 0.046 -1.266 -0.063
H -1.455 -1.290 0.006
H -0.920 -2.240 -1.153
H 2.694 -1.346 0.522
H 2.091 -2.562 -0.121
O 2.075 -1.579 -0.056
H 1.051 -1.535 2.197
H -0.149 -1.324 3.074
O 0.146 -1.661 2.238
*
```

Summary:
HOMO-LUMO gap = 0.323 Ha
HOMO = -0.4379 Eh

Atom charges from the Löwdin analysis, given in e for atoms 1 to 2: atom 1 (C): -0.17, atom 2 (C): -0.19



The following is a quantum chemistry calculation of a molecular structure, C6H12O in a non-equilibrium geometry, from OMol25.

Geometry as ORCA input:
```
! wB97M-V def2-TZVPD RIJCOSX def2/J DEFGRID3
* xyz 0 1
C 1.236 0.285 0.931
C 2.228 -0.096 -0.163
O 0.408 -0.986 -1.345
C -0.405 -1.230 -0.479
C -0.625 0.080 1.072
C -1.547 -0.357 -0.133
C -1.829 0.749 -1.137
H 1.603 -0.183 1.853
H 1.305 1.378 0.999
H 2.995 0.399 0.467
H 2.520 -1.145 -0.293
H 2.192 0.431 -1.125
H -0.296 -2.087 0.220
H -0.776 1.126 1.265
H -0.889 -0.537 1.944
H -2.465 -0.932 0.114
H -2.102 0.350 -2.121
H -2.632 1.420 -0.804
H -0.919 1.337 -1.266
*
```

Summary:
HOMO-LUMO gap = 0.376 Ha
HOMO = -0.3390 Eh

Atom charges from the Löwdin analysis, given in e for atoms 1 to 2: atom 1 (C): -0.14, atom 2 (C): -0.16



The following is a quantum chemistry calculation of a single C2H4F2OS molecule in a non-equilibrium geometry, from OMol25.

Geometry as ORCA input:
```
! wB97M-V def2-TZVPD RIJCOSX def2/J DEFGRID3
* xyz 0 1
C -1.429 0.023 0.476
C 0.015 0.359 -0.039
O 2.554 -0.499 0.002
F -0.116 0.523 -1.512
F 0.518 1.510 0.306
S 1.040 -1.125 0.210
H -1.545 -0.191 1.491
H -2.178 0.837 0.297
H -1.624 -0.809 -0.261
H 2.765 -0.628 -0.971
*
```

Summary:
SMILES string = CC(F)(F)SO
HOMO-LUMO gap = 0.371 Ha
HOMO = -0.3561 Eh

Atom charges from the Löwdin analysis, given in e for atoms 1 to 2: atom 1 (C): -0.05, atom 2 (C): -0.78



The following is a quantum chemistry calculation of a single C3H7NO2S molecule in a non-equilibrium geometry, from OMol25.

Geometry as ORCA input:
```
! wB97M-V def2-TZVPD RIJCOSX def2/J DEFGRID3
* xyz 0 1
C 0.133 -1.009 0.310
C 0.649 1.457 -0.710
C -0.442 0.247 -0.412
N 0.878 -1.060 1.508
O 0.089 -1.991 -0.421
O -0.954 -0.144 -1.570
S -1.719 1.089 0.782
H 1.617 1.010 -0.958
H 0.247 1.982 -1.531
H 0.776 2.192 0.053
H 0.526 -0.675 2.396
H 1.298 -1.987 1.576
H -0.583 -1.044 -1.743
H -2.516 -0.067 0.719
*
```

Summary:
SMILES string = C[C@](O)(S)C(N)=O
HOMO-LUMO gap = 0.370 Ha
HOMO = -0.3465 Eh

Atom charges from the Löwdin analysis, given in e for atoms 1 to 2: atom 1 (C): -0.47, atom 2 (C): -0.04



| no. | DFT total energy (a.u.) |
| --- | --- |
| 1 | -424.3336 |
| 2 | -1455.2210 |
| 3 | -421.0773 |
| 4 | -310.9404 |
| 5 | -751.7251 |
| 6 | -721.9220 |